(1)
This record from the Open Molecules 2025 dataset describes a cluster of 3 separate species, C17H34BN2O7S in total in a non-equilibrium geometry. The level of theory is the ωB97M-V functional and the def2-TZVPD basis.

```
62
Properties=species:S:1:pos:R:3:forces:R:3
C -1.0091 -5.3384 -0.5379 0.0831 0.8507 0.6321
C 0.3580 -4.8054 -0.0867 0.6211 -0.8937 -0.7131
C 1.0152 -3.8775 -1.1232 -0.2270 0.5772 0.7724
B 0.5798 -2.2711 -1.1009 1.6998 -0.1863 -0.9569
N 0.1903 -1.8420 -2.5647 -0.7309 -0.1349 0.5188
S -0.9680 -1.9460 0.0243 -0.9281 0.1415 0.2582
C 1.8901 -1.3157 -0.6615 -1.1997 -0.1998 1.4161
C 1.4059 0.1029 -0.3371 1.4984 0.4289 -0.8433
C 2.4719 1.2026 -0.5837 -0.8177 -0.3390 -0.4647
C 1.7550 2.5062 -0.8962 0.6395 0.4772 1.1853
N 2.5925 3.7214 -0.5876 -0.8888 0.0016 -0.2309
C 2.1015 4.8643 -1.3189 -1.4252 -1.8341 1.5102
C 0.6322 5.2102 -1.3624 -0.5775 -0.6391 0.1226
O 2.8454 5.5345 -1.9151 2.4334 2.2752 -1.8382
H -1.6674 -5.3819 0.3274 -0.2681 -0.3510 0.0330
H -0.9365 -6.3045 -1.0219 -0.0293 -0.2231 -0.1467
H -1.4552 -4.6177 -1.2075 -0.2448 0.0911 -0.3518
H 0.3138 -4.3876 0.9177 -0.0863 0.3422 -0.1424
H 0.9976 -5.6893 0.0037 0.1790 -0.1429 0.2506
H 0.8321 -4.2494 -2.1294 -0.1567 -0.2330 -0.1659
H 2.0971 -3.9195 -0.9789 0.2252 -0.0276 0.0413
H 0.9975 -1.4422 -3.0251 -0.0141 0.1139 -0.0875
H -0.5326 -1.1299 -2.5346 0.1054 0.1219 -0.2336
H -0.5032 -1.5293 1.2134 0.2918 -0.0676 -0.1825
H 2.6398 -1.2817 -1.4521 0.0147 -0.1003 -0.2960
H 2.3900 -1.7224 0.2272 0.1257 -0.0622 -0.0725
H 1.0688 0.2254 0.6849 -0.4022 -0.1919 0.1950
H 0.6036 0.3332 -1.0279 -0.5577 0.0551 0.0398
H 3.1487 1.2983 0.2573 0.2345 0.1273 0.1379
H 3.0199 0.9105 -1.4704 0.5425 -0.0308 -0.0633
H 0.8681 2.5341 -0.2688 -0.4665 0.0026 -0.1041
H 1.4610 2.5475 -1.9359 -0.1385 -0.0648 -0.2748
H 2.4042 3.9547 0.3862 0.2898 -0.2108 0.1217
H 0.4168 6.1154 -0.8143 0.2360 0.4258 0.1588
H 0.3717 5.3607 -2.3990 -0.0949 0.1745 -0.3068
H -0.0302 4.4444 -0.9791 0.0101 -0.2601 0.1161
C -5.2769 5.4822 -2.1184 -0.2357 -0.2392 0.1686
C -3.9218 4.8588 -1.8759 -0.3648 0.2204 -0.1248
C -2.8668 5.2485 -2.8850 0.2921 0.1023 0.0201
O -2.0092 4.1069 -2.8949 -0.3079 -0.0644 0.0289
C -2.7594 3.0248 -2.5219 -0.0054 -0.0609 0.0058
O -2.4107 1.9009 -2.6097 -0.0142 0.0469 -0.0231
O -3.9709 3.4374 -2.0403 0.3109 0.0275 -0.0419
H -5.1906 6.5596 -2.2659 0.0592 -0.0046 0.0127
H -5.7542 5.0367 -2.9916 0.1292 0.0557 -0.0952
H -5.9364 5.3055 -1.2685 0.0121 0.0353 -0.0064
H -3.5846 5.0688 -0.8565 0.0945 -0.0034 -0.0320
H -2.3107 6.1372 -2.5901 0.1254 -0.0978 -0.0079
H -3.2703 5.3948 -3.8908 -0.1247 -0.0125 0.0466
C -0.3962 -4.3347 5.0919 -0.1535 -0.1942 -0.2528
C 1.0867 -4.3086 4.8015 -0.5977 0.0185 0.0922
C 1.8163 -3.1287 5.3983 0.2198 0.0281 0.1256
O 2.8934 -2.9404 4.4807 -0.1487 -0.0308 -0.0808
C 2.4844 -3.4264 3.2677 -0.1681 -0.1236 -0.2443
O 3.0532 -3.2643 2.2464 0.2716 0.0568 0.0262
O 1.3272 -4.1297 3.4013 0.3494 0.1099 0.3598
H -0.5884 -4.1943 6.1571 0.0619 -0.0030 0.0124
H -0.9114 -3.5577 4.5265 0.0960 0.1001 0.0566
H -0.8280 -5.2885 4.7889 -0.0001 0.0130 0.0216
H 1.5506 -5.2518 5.1068 0.0925 0.0479 0.0146
H 2.1995 -3.3320 6.3971 0.1366 0.0285 -0.0658
H 1.2091 -2.2197 5.4238 -0.1064 -0.0701 -0.0514
```
Forces are in eV/Å.

Results
LUMO	2.1	eV
relative energy (zero: lowest compared OMol25 entry of this formula, charge and spin)	63.07	kJ/mol
F_max	3.80	eV/Å
total charge	-1

Which charges does natural (NBO) predict for the atoms? In e, they are: -0.61, -0.38, -0.66, 0.36, -1.10, -0.39, -0.65, -0.38, -0.40, -0.21, -0.68, 0.71, -0.75, -0.53, 0.19, 0.18, 0.22, 0.20, 0.16, 0.20, 0.19, 0.34, 0.35, 0.10, 0.18, 0.20, 0.18, 0.20, 0.19, 0.19, 0.17, 0.19, 0.35, 0.22, 0.24, 0.22, -0.63, 0.06, -0.09, -0.50, 0.96, -0.53, -0.50, 0.21, 0.22, 0.22, 0.18, 0.20, 0.18, -0.63, 0.07, -0.09, -0.50, 0.96, -0.54, -0.48, 0.21, 0.24, 0.23, 0.17, 0.19, 0.18

(2)
This record from the Open Molecules 2025 dataset describes a cluster of 3 separate species, C20H36O4 in total in a non-equilibrium geometry. The level of theory is the ωB97M-V functional and the def2-TZVPD basis.

```
60
Properties=species:S:1:pos:R:3:forces:R:3
C -1.2413 0.6768 -0.3272 -0.7777 -0.0919 0.3001
C -2.3290 1.0009 -1.4597 0.7850 0.6360 -0.2694
C -1.8865 0.5844 -2.9371 -0.6306 0.6312 -0.3311
C -2.4221 -0.8316 -3.4317 -0.2547 -0.1389 0.4373
C -1.8926 -2.0949 -2.6089 -0.6301 -0.5493 -0.6506
C -0.5150 -2.7113 -3.1351 0.2477 0.5209 1.3341
C 0.6865 -1.6576 -3.2362 0.9635 -1.3872 -0.5078
C 0.9028 -1.1692 -4.7637 -0.9541 1.3090 0.8684
C 1.2997 0.3722 -4.7081 1.4362 0.8039 0.7824
C 2.2823 0.8897 -3.8334 -2.2264 0.1168 -2.0717
C 2.5186 2.4512 -3.8722 0.8211 0.7157 0.6998
O 3.5979 2.9663 -3.5439 -2.5804 -1.3495 -0.6954
C 1.3036 3.3956 -4.3020 -1.9143 -1.5691 -1.4926
C 0.3044 2.8904 -5.1675 2.9906 -0.1304 2.1845
C 0.5300 1.3885 -5.6559 -1.3652 0.5070 -1.3734
O 0.0504 1.0677 -6.7602 1.3669 0.2917 3.0343
H -0.2701 1.2547 -0.4462 -1.4170 -0.6099 0.0274
H -0.9646 -0.4204 -0.2471 -0.4262 1.2003 -0.2371
H -1.7141 0.9656 0.6747 0.8855 -0.3175 -1.2698
H -2.4266 2.1466 -1.4666 0.0495 -1.6073 0.0566
H -3.3673 0.6040 -1.2338 1.2909 0.2383 -0.0985
H -2.3507 1.3656 -3.6433 0.6959 -1.1060 0.8766
H -0.7641 0.7313 -3.0120 -1.2728 -0.3983 -0.0239
H -2.2414 -0.9959 -4.5533 -0.1243 0.3227 1.5670
H -3.5644 -0.8124 -3.3053 1.5735 0.0718 -0.1948
H -2.6802 -2.9220 -2.7486 1.0982 1.1029 0.2366
H -1.8955 -1.8817 -1.4828 0.2875 -0.1919 -1.6633
H -0.6452 -3.2193 -4.1411 0.0597 0.5427 1.2394
H -0.1944 -3.4835 -2.3473 -0.5386 0.8377 -1.3284
H 0.6115 -0.8040 -2.4963 -0.1602 -0.9973 -1.0248
H 1.6385 -2.2377 -2.9520 -1.2777 0.9233 -0.2791
H -0.1242 -1.2487 -5.2678 1.6898 0.1798 0.3910
H 1.6587 -1.8136 -5.3203 -0.9910 0.9671 0.7545
H 2.8654 0.2040 -3.1425 -0.6067 1.2475 -0.9882
H 1.2219 4.4598 -3.9042 0.5767 -1.6332 -0.5641
H -0.5684 3.5286 -5.5031 1.2069 -1.1684 0.1860
C -0.0299 1.4536 3.6396 -0.2675 -0.2078 0.1171
C 1.0998 1.2152 2.6512 -0.0516 0.6144 0.4542
C 2.4499 1.5522 3.2637 0.2703 -0.1736 -0.0720
O 0.8923 2.0166 1.4879 0.1237 -0.0825 -0.2626
H -0.0700 2.5061 3.9403 0.1327 -0.0067 -0.0199
H -0.9954 1.2182 3.1830 0.0810 -0.0220 -0.0262
H 0.0939 0.8383 4.5354 -0.0270 0.2173 -0.2218
H 1.0925 0.1701 2.3300 -0.0313 0.1342 -0.1751
H 2.4951 2.6076 3.5514 -0.1214 -0.0512 0.0667
H 3.2521 1.3868 2.5397 -0.0718 -0.0497 0.0456
H 2.6452 0.9409 4.1482 -0.0272 0.0538 -0.0315
H 0.8971 2.9430 1.7599 0.0142 -0.1453 0.0262
C -0.8996 -1.4353 7.5051 -0.2490 0.1720 0.0228
C -0.2875 -1.6987 6.1384 0.3440 -0.2377 0.5774
C 0.4004 -3.0540 6.0918 0.0096 -0.1512 -0.2631
O 0.6597 -0.6746 5.8366 0.0432 -0.0130 -0.0739
H -0.1293 -1.4286 8.2827 0.0111 -0.1343 -0.0657
H -1.3804 -0.4540 7.5275 -0.0134 -0.0977 -0.0548
H -1.6434 -2.1948 7.7578 0.0559 0.0447 0.0235
H -1.0664 -1.6555 5.3724 0.1641 0.1720 -0.0440
H 1.2154 -3.1029 6.8209 -0.1237 0.0322 0.0792
H 0.8450 -3.2251 5.1081 -0.1030 0.0140 0.0435
H -0.3045 -3.8620 6.3022 0.0700 0.0272 0.0082
H 1.3537 -0.7034 6.5079 -0.1099 -0.0292 -0.0654
```
Forces are in eV/Å.

Results
LUMO	-0.9	eV
SMILES	CCCCCCCCC1=CC(=O)C=CC1=O.CC(C)O.CC(C)O
relative energy (zero: lowest compared OMol25 entry of this formula, charge and spin)	96.23	kJ/mol
F_max	3.71	eV/Å
total charge	0

Which charges does natural (NBO) predict for the atoms? In e, they are: -0.63, -0.41, -0.42, -0.41, -0.41, -0.41, -0.42, -0.45, -0.02, -0.28, 0.52, -0.51, -0.25, -0.25, 0.51, -0.51, 0.24, 0.19, 0.21, 0.20, 0.20, 0.21, 0.21, 0.21, 0.21, 0.21, 0.21, 0.21, 0.21, 0.22, 0.21, 0.23, 0.24, 0.25, 0.24, 0.25, -0.65, 0.10, -0.63, -0.73, 0.19, 0.21, 0.25, 0.18, 0.20, 0.21, 0.21, 0.46, -0.63, 0.09, -0.63, -0.73, 0.20, 0.22, 0.21, 0.18, 0.20, 0.22, 0.21, 0.46